{
  "formula": "C30H34BF3O2",
  "method": "the ωB97M-V functional and the def2-TZVPD basis",
  "species": ["C", "C", "C", "C", "C", "C", "O", "B", "C", "C", "C", "C", "C", "F", "F", "F", "C", "C", "C", "C", "O", "H", "H", "H", "H", "H", "H", "H", "H", "H", "H", "H", "H", "H", "H", "H", "H", "H", "H", "H", "H", "H", "C", "C", "C", "C", "C", "C", "C", "C", "C", "C", "C", "C", "C", "C", "C", "H", "H", "H", "H", "H", "H", "H", "H", "H", "H", "H", "H", "H"],
  "positions_angstrom": [[-6.016340, -0.245964, -4.219288], [-4.811453, -0.268950, -3.273629], [-3.884155, 0.910965, -3.574071], [-5.224038, -0.290945, -1.733814], [-5.473347, 1.105394, -1.156494], [-6.452830, -1.175187, -1.506562], [-4.102747, -0.894169, -1.077584], [-3.431829, -1.733309, -2.122713], [-1.866931, -1.380979, -2.178489], [-1.246650, -1.139722, -3.379659], [0.099361, -0.847994, -3.414871], [0.829697, -0.812193, -2.244461], [2.313689, -0.484165, -2.261792], [2.510769, 0.628841, -1.525598], [2.988454, -1.522701, -1.726677], [2.709849, -0.276427, -3.534628], [0.204137, -1.066636, -1.041730], [-1.144697, -1.345291, -1.010328], [-3.602523, -3.300409, -1.727210], [-3.114995, -4.237884, -2.792180], [-4.067930, -1.480517, -3.455443], [-6.622778, 0.643650, -4.061324], [-5.680964, -0.249531, -5.253752], [-6.644262, -1.122730, -4.080715], [-4.407720, 1.860250, -3.488426], [-3.042874, 0.914815, -2.884776], [-3.488183, 0.832120, -4.583661], [-6.287665, 1.606366, -1.676480], [-5.735000, 1.032140, -0.103431], [-4.582101, 1.724183, -1.224999], [-7.348021, -0.725099, -1.929409], [-6.314528, -2.151281, -1.963480], [-6.618307, -1.324598, -0.442359], [-1.822927, -1.180305, -4.286455], [0.595157, -0.641193, -4.347968], [0.783711, -1.040152, -0.134348], [-1.642470, -1.529936, -0.075152], [-3.066647, -3.427837, -0.785167], [-4.664291, -3.432181, -1.522038], [-3.242249, -5.282921, -2.499196], [-3.657878, -4.080544, -3.726250], [-2.056453, -4.077649, -3.006235], [5.160063, 0.480969, 2.527250], [5.221922, 1.017751, 1.206327], [5.900917, 0.301601, 0.205940], [6.011265, 0.802185, -1.068385], [5.430818, 2.013973, -1.393038], [4.764048, 2.743407, -0.425120], [4.658267, 2.259545, 0.857749], [4.700615, 1.152666, 3.639249], [4.721341, 0.595673, 4.900981], [4.218887, 1.205749, 6.090758], [4.375556, 0.552110, 7.325246], [3.870918, 1.095144, 8.482437], [3.195723, 2.301532, 8.452892], [3.041625, 2.969796, 7.253073], [3.544460, 2.439162, 6.088045], [5.534470, -0.518745, 2.670728], [6.355540, -0.640257, 0.460919], [6.558742, 0.249840, -1.813591], [5.507378, 2.395665, -2.397378], [4.338045, 3.700626, -0.676740], [4.137987, 2.842708, 1.597840], [4.346669, 2.160326, 3.519740], [5.145143, -0.388640, 5.001090], [4.905940, -0.384190, 7.357049], [3.987423, 0.571649, 9.415553], [2.777552, 2.710085, 9.358868], [2.509916, 3.906187, 7.230335], [3.409736, 2.974157, 5.165043]],
  "forces_ev_per_a": [[0.2831, -0.1655, 0.1601], [0.0623, -0.3757, 0.2065], [-0.1663, 0.0600, 0.1176], [0.4781, -0.1755, -0.1084], [0.1735, -0.2716, -0.0426], [-0.0125, 0.1195, -0.1343], [-0.6340, 0.7723, -1.0100], [0.0093, -0.9158, 0.0972], [-1.3306, -0.1155, -0.0738], [0.6254, 0.0332, -0.2055], [0.3567, 0.1069, -0.4055], [0.7234, 0.2142, -0.3136], [-3.6332, -0.9826, -0.5151], [1.2839, 0.0887, 0.0061], [1.0886, 0.6419, -0.0205], [1.0600, 0.1999, 0.7066], [0.1499, 0.0002, 0.4861], [0.7750, 0.1370, 0.2631], [-0.0430, 0.8024, 0.0970], [0.0503, -0.5450, -0.1476], [-0.9497, 0.9424, 0.7463], [-0.0875, 0.1641, 0.0464], [0.1370, 0.0474, -0.1254], [0.0162, -0.0632, 0.0456], [-0.0757, 0.1941, -0.0269], [0.0350, 0.0191, 0.0790], [-0.0083, -0.1205, -0.1555], [-0.1430, 0.0752, -0.0969], [-0.0872, -0.1047, 0.1409], [0.0792, -0.0072, -0.0291], [-0.1971, 0.0820, -0.0383], [0.0545, -0.0564, -0.0775], [0.1016, 0.0514, 0.1681], [-0.1692, 0.0114, -0.2099], [0.0521, 0.0122, -0.2414], [0.1579, 0.0050, 0.3352], [-0.1355, -0.0394, 0.2861], [0.0424, -0.3141, 0.2022], [-0.1376, -0.2833, 0.0746], [0.0723, -0.1859, -0.1378], [-0.0230, 0.0233, -0.0199], [0.1109, -0.0181, -0.0214], [0.1514, 0.3478, -0.5097], [-0.0414, -0.1017, 0.1063], [-0.0265, -0.1320, 0.1783], [0.2286, -0.2920, -0.1355], [0.1023, -0.0546, -0.0234], [-0.1863, 0.2685, 0.3193], [-0.0046, 0.1243, 0.0483], [-0.1325, 0.1373, 0.4835], [-0.1652, 0.3256, -0.4139], [-0.0547, 0.1574, 0.3687], [0.1019, -0.0732, -0.3391], [0.0351, -0.1878, 0.2717], [-0.0002, -0.1333, 0.0499], [-0.1323, 0.2844, -0.2519], [0.0988, -0.0771, -0.1367], [0.1503, -0.3277, -0.0218], [0.0675, -0.2477, -0.0020], [0.0062, -0.1157, -0.1193], [-0.0064, 0.0473, -0.1585], [-0.1375, 0.0778, -0.0121], [-0.1432, 0.1015, 0.0663], [-0.1440, 0.1681, -0.0094], [0.1219, -0.3580, 0.0666], [0.0729, -0.2439, 0.0119], [0.0599, -0.1042, 0.1507], [-0.0136, 0.0690, 0.1089], [-0.0570, 0.1498, -0.0500], [-0.0964, 0.1265, -0.1551]],
  "homo_ev": -5.699,
  "e_above_lowest_kcal_mol": 0.00,
  "mol_weight_g_mol": 494.41,
  "orbital_gap_ev": 1.44
}